--- i ---
Molecular formula: C2H3OPS
Method: DFT, the ωB97M-V functional and the def2-TZVPD basis

Positions of all 8 atoms, in Å:
1 S -1.10 -1.39 0.10
2 P -1.65 0.85 0.30
3 O -0.31 1.34 -0.56
4 C 0.79 0.94 0.13
5 C 0.42 -1.24 -0.34
6 H -0.75 0.58 1.43
7 H 0.97 -2.09 -0.43
8 H 1.63 1.01 -0.63

HOMO level (spin up / spin down), hartree: -0.3023 / -0.3023
E_LUMO (spin up / spin down), eV: -0.4901 / -0.4898

---

--- ii ---
Molecular formula: C2H3OPS
Method: DFT, the ωB97M-V functional and the def2-TZVPD basis

Positions of all 8 atoms, in Å:
1 S -2.00 -0.23 0.63
2 P -0.11 0.63 1.42
3 O -1.96 0.26 -0.93
4 C 0.99 -0.22 0.33
5 C 1.89 -0.81 -0.21
6 H -0.26 1.96 0.92
7 H 2.63 -1.39 -0.76
8 H -1.16 -0.20 -1.39

HOMO level, hartree: -0.3363
E_LUMO, eV: 0.4409
SMILES: C#CPSO

---

Relative energies with respect to the most stable structure, expressed in hartree: i 0.1061; ii 0.0000.

---

--- i ---
Molecular formula: HN3S
Method: DFT, the ωB97M-V functional and the def2-TZVPD basis

Positions of all 5 atoms, in Å:
1 S 0.14 -0.82 0.11
2 N 1.39 -0.14 -0.52
3 N -2.26 0.75 -0.07
4 N -1.40 0.16 0.34
5 H 2.14 0.05 0.14

HOMO level (spin up / spin down), hartree: -0.3159 / -0.3158
E_LUMO (spin up / spin down), eV: -0.6933 / -0.6938

---

--- ii ---
Molecular formula: HN3S
Method: DFT, the ωB97M-V functional and the def2-TZVPD basis

Positions of all 5 atoms, in Å:
1 S -0.13 1.30 -0.59
2 N -0.99 -0.08 -1.03
3 N 0.41 -0.02 0.46
4 N -0.39 -0.89 -0.25
5 H 1.11 -0.31 1.42

HOMO level, hartree: -0.3693
E_LUMO, eV: -0.5026

---

Relative energies with respect to the most stable structure, expressed in hartree: i 0.0000; ii 0.0460.

---

--- i ---
Molecular formula: C4H12S2
Method: DFT, the ωB97M-V functional and the def2-TZVPD basis

Positions of all 18 atoms, in Å:
1 S -1.12 0.33 2.35
2 S -0.55 0.66 -1.75
3 C 1.52 1.23 2.63
4 C -0.62 -2.22 -2.20
5 C -0.09 -0.89 -2.62
6 C 0.29 1.32 1.66
7 H -1.60 1.11 3.38
8 H -1.34 -2.67 -2.88
9 H -0.39 -0.70 -3.65
10 H 0.59 1.00 0.70
11 H 0.12 2.39 1.62
12 H -1.31 -2.15 -1.27
13 H 2.43 1.53 2.12
14 H -0.01 -3.07 -1.91
15 H 1.01 -0.83 -2.62
16 H -1.84 0.65 -2.08
17 H 1.52 0.27 3.16
18 H 1.40 2.04 3.36

HOMO level, hartree: -0.3242
E_LUMO, eV: 0.8354
SMILES: CCS.CCS

---

--- ii ---
Molecular formula: C4H12S2
Method: DFT, the ωB97M-V functional and the def2-TZVPD basis

Positions of all 18 atoms, in Å:
1 S -0.69 0.03 2.47
2 S 2.15 -0.11 -0.86
3 C -2.31 -0.28 1.60
4 C 0.99 0.46 -2.32
5 C 1.54 -1.91 -1.02
6 C -0.29 1.73 1.75
7 H -2.76 0.66 1.92
8 H 1.91 -2.43 -1.89
9 H 0.44 -1.88 -1.05
10 H 1.93 -2.39 -0.07
11 H -2.16 -0.52 0.53
12 H 1.33 1.46 -2.64
13 H -0.54 1.80 0.68
14 H 1.32 -0.21 -3.15
15 H -2.92 -1.07 2.08
16 H -0.09 0.30 -2.19
17 H -0.63 2.61 2.35
18 H 0.78 1.76 1.81

HOMO level, hartree: -0.3091
E_LUMO, eV: 0.8759
SMILES: CSC.CSC

---

Relative energies with respect to the most stable structure, expressed in hartree: i 0.0000; ii 0.0062.

---

--- i ---
Molecular formula: C5H11N
Method: DFT, the ωB97M-V functional and the def2-TZVPD basis

Positions of all 17 atoms, in Å:
1 N -1.77 1.19 -0.32
2 C 1.82 -0.22 0.94
3 C -0.25 -1.07 -0.34
4 C 0.97 -0.11 -0.37
5 C -1.50 -0.56 0.22
6 C 0.99 1.01 -1.18
7 H 2.51 -1.13 0.83
8 H 1.43 1.88 -0.79
9 H -2.24 -0.26 -0.51
10 H 0.13 -1.92 0.35
11 H -1.39 0.54 0.75
12 H 1.26 -0.10 1.85
13 H -0.31 -1.46 -1.29
14 H 2.46 0.67 0.75
15 H -1.59 -0.96 1.23
16 H 0.28 1.20 -2.00
17 H -2.79 1.30 -0.12

Multiplicity: 2
HOMO level (spin up / spin down), hartree: -0.5037 / -0.4988
⟨S²⟩: 0.76
E_LUMO (spin up / spin down), eV: -6.0428 / -8.1643
Net charge: +1

---

--- ii ---
Molecular formula: C5H11N
Method: DFT, the ωB97M-V functional and the def2-TZVPD basis

Positions of all 17 atoms, in Å:
1 N 0.57 1.51 1.17
2 C -0.61 -1.15 0.28
3 C -0.64 1.52 0.23
4 C 0.84 -1.42 0.89
5 C -0.10 0.04 -1.83
6 C -0.53 0.17 -0.49
7 H 1.41 -1.91 0.06
8 H -0.77 -2.03 -0.32
9 H 1.36 -0.46 1.19
10 H 0.68 0.37 -0.80
11 H -1.66 1.86 0.57
12 H 0.86 -2.01 1.82
13 H 0.05 -0.95 -2.22
14 H 0.89 2.44 1.36
15 H -0.51 0.87 -2.37
16 H -1.34 -1.09 1.08
17 H -0.47 2.25 -0.64

Multiplicity: 2
HOMO level (spin up / spin down), hartree: -0.5648 / -0.5480
⟨S²⟩: 0.75
E_LUMO (spin up / spin down), eV: -5.3763 / -5.8070
Net charge: +1

---

Relative energies with respect to the most stable structure, expressed in hartree: i 0.1091; ii 0.0000.

---

--- i ---
Molecular formula: C5H13N2S
Method: DFT, the ωB97M-V functional and the def2-TZVPD basis

Positions of all 21 atoms, in Å:
1 S -2.47 0.23 -0.28
2 N 0.53 0.45 -1.50
3 N 0.73 -1.89 -0.25
4 C -2.30 -1.21 0.76
5 C 0.38 -0.94 0.58
6 C 0.36 0.46 0.00
7 C -0.93 1.21 0.25
8 C 1.49 1.25 0.63
9 H -2.70 -2.12 0.45
10 H 1.99 1.77 -0.15
11 H 1.51 0.36 -1.78
12 H 1.21 1.99 1.38
13 H 0.38 -0.84 1.70
14 H 2.20 0.53 1.10
15 H -1.14 1.24 1.26
16 H -1.96 -0.29 -1.48
17 H 0.68 -1.66 -1.25
18 H 0.96 -2.88 -0.13
19 H -2.92 -1.04 1.66
20 H 0.09 1.36 -1.93
21 H -0.83 2.17 -0.20

HOMO level, hartree: -0.4235
E_LUMO, eV: -3.5977
Net charge: +1

---

--- ii ---
Molecular formula: C5H13N2S
Method: DFT, the ωB97M-V functional and the def2-TZVPD basis

Positions of all 21 atoms, in Å:
1 S 1.38 -3.65 0.73
2 N -0.11 1.42 0.42
3 N -1.14 0.08 -1.15
4 C -1.29 2.19 0.62
5 C -0.15 0.38 -0.38
6 C -1.39 -1.28 -1.79
7 C 1.05 1.81 1.04
8 C 1.90 -2.14 0.17
9 H 1.32 -1.40 -0.40
10 H 2.46 -3.93 1.58
11 H -2.44 -1.54 -1.67
12 H 1.87 1.13 0.63
13 H -1.04 3.08 1.23
14 H -2.03 1.49 1.00
15 H -0.66 -1.96 -1.43
16 H -1.65 2.52 -0.36
17 H 3.02 -1.95 0.33
18 H 1.12 2.83 1.20
19 H 0.91 1.38 2.11
20 H -1.20 -1.26 -2.85
21 H -1.95 0.79 -1.04

HOMO level (spin up / spin down), hartree: -0.4408 / -0.4063
E_LUMO (spin up / spin down), eV: -5.5538 / -6.4125
Net charge: +1

---

Relative energies with respect to the most stable structure, expressed in hartree: i 0.0000; ii 0.0565.

---

--- i ---
Molecular formula: C4H6O4
Method: DFT, the ωB97M-V functional and the def2-TZVPD basis

Positions of all 14 atoms, in Å:
1 O 2.18 -0.59 -1.12
2 O -1.49 0.78 0.63
3 O 0.74 0.71 0.59
4 O 0.56 -2.19 -1.42
5 C -0.39 1.61 0.54
6 C 0.25 -0.62 0.32
7 C -1.25 -0.46 0.04
8 C 1.04 -1.25 -0.79
9 H -1.54 -0.31 -1.06
10 H 0.32 -1.19 1.24
11 H -0.49 2.33 1.29
12 H -0.33 2.06 -0.43
13 H 2.29 0.23 -0.49
14 H -1.89 -1.12 0.65

HOMO level, hartree: -0.3807
E_LUMO, eV: 0.6052
SMILES: O=C(O)[C@@H]1COCO1

---

--- ii ---
Molecular formula: C4H6O4
Method: DFT, the ωB97M-V functional and the def2-TZVPD basis

Positions of all 14 atoms, in Å:
1 O -1.95 1.60 0.18
2 O 1.03 2.04 -0.16
3 O -2.98 -0.34 -0.14
4 O 1.03 -0.19 -0.11
5 C 0.42 0.97 0.02
6 C 2.41 -0.45 0.06
7 C -1.59 -0.64 0.04
8 C -1.00 0.72 0.08
9 H -2.99 0.72 -0.31
10 H 3.00 -0.29 1.04
11 H -1.40 -1.26 -0.91
12 H 2.42 -1.63 0.08
13 H -1.42 -1.25 0.92
14 H 3.01 -0.01 -0.79

HOMO level, hartree: -0.3682
E_LUMO, eV: -1.5635
SMILES: COC(=O)C(=O)CO

---

Relative energies with respect to the most stable structure, expressed in hartree: i 0.0000; ii 0.0725.

---

--- i ---
Molecular formula: C4H5O2P
Method: DFT, the ωB97M-V functional and the def2-TZVPD basis

Positions of all 12 atoms, in Å:
1 P -0.01 1.42 0.43
2 O 0.44 -0.34 -2.87
3 O -1.54 -2.67 0.87
4 C 1.22 0.65 1.45
5 C -1.06 -2.08 0.02
6 C -0.53 -1.44 -0.96
7 C -0.04 -0.95 -2.01
8 H -1.30 1.14 -0.15
9 H 0.41 1.43 -0.96
10 H 1.77 -0.28 1.16
11 H 0.86 0.43 2.42
12 H -0.21 2.69 0.60

HOMO level, hartree: -0.2892
E_LUMO, eV: 0.2267
SMILES: O=C=C=C=O.C=[PH3]

---

--- ii ---
Molecular formula: C4H5O2P
Method: DFT, the ωB97M-V functional and the def2-TZVPD basis

Positions of all 12 atoms, in Å:
1 P 0.52 -1.21 1.52
2 O 1.63 -0.28 0.94
3 O -0.78 -0.15 1.57
4 C -1.03 0.47 -0.75
5 C -1.42 0.48 0.55
6 C 1.40 -0.29 -0.87
7 C 0.22 0.10 -1.32
8 H 0.78 -0.84 3.04
9 H -1.65 0.94 -1.54
10 H -2.33 0.96 0.72
11 H 2.37 -0.33 -1.36
12 H 0.29 0.15 -2.50

HOMO level, hartree: -0.3127
E_LUMO, eV: 0.2761

---

Relative energies with respect to the most stable structure, expressed in hartree: i 0.0676; ii 0.0000.

---

--- i ---
Molecular formula: C7H8N4
Method: DFT, the ωB97M-V functional and the def2-TZVPD basis

Positions of all 19 atoms, in Å:
1 N 2.26 -0.88 -0.19
2 N 0.83 1.63 0.93
3 N 3.11 -0.51 -0.92
4 N 2.60 -1.49 0.91
5 C -0.17 1.01 0.40
6 C -1.43 1.45 0.81
7 C 0.92 -0.99 -0.61
8 C -0.12 -0.13 -0.47
9 C -1.35 -0.52 -1.08
10 C -2.51 0.06 -0.82
11 C -2.58 1.14 0.16
12 H -3.58 1.69 0.44
13 H 3.63 -1.33 1.14
14 H -1.40 2.26 1.50
15 H 2.03 -1.64 1.76
16 H -3.34 -0.26 -1.35
17 H -1.31 -1.24 -1.96
18 H 0.70 -1.80 -1.23
19 H 1.71 1.55 0.59

HOMO level, hartree: -0.2970
E_LUMO, eV: -0.8694

---

--- ii ---
Molecular formula: C7H8N4
Method: DFT, the ωB97M-V functional and the def2-TZVPD basis

Positions of all 19 atoms, in Å:
1 N -3.12 0.37 1.62
2 N -1.23 0.78 -0.93
3 N -0.45 1.89 -0.74
4 N -1.56 -2.63 -0.44
5 C 1.72 -0.59 -1.11
6 C 0.68 1.55 -0.23
7 C 1.03 -0.40 1.37
8 C -1.09 -1.58 -0.44
9 C -0.62 -0.27 -0.45
10 C -3.30 1.01 0.69
11 C 0.83 0.08 -0.06
12 H 1.18 -1.19 -1.81
13 H 2.07 -0.23 1.73
14 H -3.58 1.67 -0.22
15 H 2.38 0.15 -1.69
16 H 1.08 -1.58 1.32
17 H 0.22 0.01 1.92
18 H 1.44 2.33 0.05
19 H 2.32 -1.38 -0.59

HOMO level, hartree: -0.3784
E_LUMO, eV: -0.8406
SMILES: CC1(C)C=NN=C1C#N.C#N

---

Relative energies with respect to the most stable structure, expressed in hartree: i 0.0864; ii 0.0000.

---

--- i ---
Molecular formula: C4H4OS3
Method: DFT, the ωB97M-V functional and the def2-TZVPD basis

Positions of all 12 atoms, in Å:
1 S 0.82 -1.84 1.24
2 S -1.62 -1.53 -1.01
3 S 2.39 -0.16 -0.90
4 O -2.28 0.80 0.55
5 C 1.01 -0.64 0.02
6 C 0.31 1.68 0.36
7 C -0.03 0.43 -0.11
8 C -1.46 0.06 -0.04
9 H -0.46 2.40 0.50
10 H 1.37 1.87 0.80
11 H 3.14 -1.32 -0.75
12 H -3.20 -1.77 -0.66

HOMO level, hartree: -0.3267
E_LUMO, eV: -1.1938
SMILES: C=C(C(=O)S)C(=S)S

---

--- ii ---
Molecular formula: C4H4OS3
Method: DFT, the ωB97M-V functional and the def2-TZVPD basis

Positions of all 12 atoms, in Å:
1 S -2.52 -0.74 -0.14
2 S 0.25 -1.29 0.44
3 S -0.82 1.49 -0.29
4 O 2.73 -1.28 -0.50
5 C 1.97 1.02 -0.15
6 C 1.82 -0.52 -0.15
7 C -0.98 -0.10 0.02
8 C 0.69 1.66 0.60
9 H 2.94 1.25 0.64
10 H 0.73 2.88 0.95
11 H 2.26 1.24 -1.23
12 H 0.63 1.08 1.56

HOMO level, hartree: -0.3214
E_LUMO, eV: -0.6594

---

Relative energies with respect to the most stable structure, expressed in hartree: i 0.0418; ii 0.0000.

---

--- i ---
Molecular formula: CH2ClNOS2
Method: DFT, the ωB97M-V functional and the def2-TZVPD basis

Positions of all 8 atoms, in Å:
1 Cl -2.68 2.78 1.21
2 S 0.76 -1.37 -1.73
3 S 2.41 0.94 0.11
4 O -0.17 -1.61 0.74
5 N 0.93 0.43 0.16
6 C 0.44 -0.89 0.00
7 H -1.56 2.21 1.18
8 H -0.14 -2.48 -1.68

HOMO level (spin up / spin down), hartree: -0.3516 / -0.3501
E_LUMO (spin up / spin down), eV: -2.4350 / -2.4527
SMILES: O=C(S)N=S.Cl

---

--- ii ---
Molecular formula: CH2ClNOS2
Method: DFT, the ωB97M-V functional and the def2-TZVPD basis

Positions of all 8 atoms, in Å:
1 Cl 1.10 -1.18 -1.09
2 S -2.22 -0.83 -0.96
3 S -1.48 0.30 0.43
4 O 2.51 -0.09 1.16
5 N 0.65 0.14 -0.13
6 C 1.34 0.32 0.95
7 H 0.87 1.13 1.39
8 H -2.78 0.21 -1.76

HOMO level, hartree: -0.3513
E_LUMO, eV: -1.8566

---

Relative energies with respect to the most stable structure, expressed in hartree: i 0.0000; ii 0.0365.

---

--- i ---
Molecular formula: C5H8O2S
Method: DFT, the ωB97M-V functional and the def2-TZVPD basis

Positions of all 16 atoms, in Å:
1 S -0.52 1.71 -0.82
2 O -2.65 0.22 0.81
3 O -0.09 -1.01 -1.12
4 C 0.82 -1.13 -0.03
5 C 1.47 0.19 0.29
6 C 0.54 1.36 0.56
7 C -2.02 -0.46 0.04
8 C -1.08 -0.01 -1.07
9 H 1.59 -1.85 -0.28
10 H -0.04 1.19 1.47
11 H -1.58 -0.02 -2.05
12 H 1.15 2.26 0.73
13 H 2.12 0.43 -0.59
14 H -2.13 -1.57 -0.01
15 H 0.27 -1.49 0.88
16 H 2.14 0.17 1.19

HOMO level, hartree: -0.3292
E_LUMO, eV: 0.7023
SMILES: O=C[C@@H]1OCCCS1

---

--- ii ---
Molecular formula: C5H8O2S
Method: DFT, the ωB97M-V functional and the def2-TZVPD basis

Positions of all 16 atoms, in Å:
1 S 0.27 1.79 1.96
2 O 0.62 -0.25 -1.41
3 O 1.43 1.90 -0.54
4 C -1.23 -0.60 0.15
5 C -0.11 0.09 -0.25
6 C 1.99 -0.82 -0.84
7 C 0.48 1.42 0.34
8 C -2.35 -0.29 0.95
9 H -1.95 -0.19 2.04
10 H 1.73 -1.74 -0.26
11 H -1.15 -1.73 -0.27
12 H -2.84 0.92 0.58
13 H 1.14 1.54 -1.41
14 H 2.69 -1.06 -1.77
15 H 2.43 -0.07 0.07
16 H -3.16 -0.90 0.67

HOMO level, hartree: -0.3234
E_LUMO, eV: -0.4515

---

--- iii ---
Molecular formula: C5H8O2S
Method: DFT, the ωB97M-V functional and the def2-TZVPD basis

Positions of all 16 atoms, in Å:
1 S -0.37 1.53 0.07
2 O -1.01 2.01 1.30
3 O 0.46 2.45 -0.57
4 C -1.64 0.77 -0.97
5 C -0.87 -0.47 -1.00
6 C 0.15 -0.24 0.07
7 C -0.02 -0.98 1.31
8 C 1.55 -0.26 -0.54
9 H 1.84 -1.38 -0.67
10 H -1.00 -0.70 1.88
11 H 2.24 0.25 0.13
12 H -0.06 -2.07 1.42
13 H 0.82 -0.84 2.13
14 H -2.40 0.97 -1.61
15 H 1.49 0.35 -1.38
16 H -1.18 -1.38 -1.56

HOMO level, hartree: -0.3715
E_LUMO, eV: 0.3817

---

--- iv ---
Molecular formula: C5H8O2S
Method: DFT, the ωB97M-V functional and the def2-TZVPD basis

Positions of all 16 atoms, in Å:
1 S -2.64 -0.50 -0.03
2 O -0.21 -0.56 -0.60
3 O 3.17 -0.28 0.39
4 C 1.98 -0.85 0.05
5 C -0.94 1.10 0.95
6 C -1.21 0.04 0.10
7 C 0.96 0.02 -0.53
8 C 1.07 1.39 -0.85
9 H 2.11 1.87 -0.73
10 H 0.34 1.34 1.36
11 H 1.79 -1.63 0.95
12 H -1.67 1.06 1.79
13 H 2.31 -1.60 -0.67
14 H -1.15 2.20 0.29
15 H 0.26 1.86 -1.24
16 H 3.29 -0.54 2.00

HOMO level, hartree: -0.3156
E_LUMO, eV: -1.7042

---

Relative energies with respect to the most stable structure, expressed in hartree: i 0.0000; ii 0.1226; iii 0.0856; iv 0.2706.

---

--- i ---
Molecular formula: HNO2S
Method: DFT, the ωB97M-V functional and the def2-TZVPD basis

Positions of all 5 atoms, in Å:
1 S 0.73 0.03 0.81
2 O 0.06 1.10 -1.66
3 O -0.75 -2.10 1.17
4 N -0.09 -1.13 1.16
5 H 0.05 2.10 -1.48

HOMO level (spin up / spin down), hartree: -0.2965 / -0.4026
E_LUMO (spin up / spin down), eV: -1.5638 / -0.9204

---

--- ii ---
Molecular formula: HNO2S
Method: DFT, the ωB97M-V functional and the def2-TZVPD basis

Positions of all 5 atoms, in Å:
1 S 0.49 0.11 -0.04
2 O 1.67 -0.70 0.05
3 O 0.54 1.50 0.06
4 N -0.82 -0.59 0.08
5 H -1.88 -0.32 -0.15

HOMO level, hartree: -0.4102
E_LUMO, eV: -0.5672
SMILES: N=S(=O)=O

---

Relative energies with respect to the most stable structure, expressed in hartree: i 0.1235; ii 0.0000.